# 1
A cluster of 4 separate species, CH10NO3 in total at a distorted geometry, computed with wB97M-V/def2-TZVPD.

```
15
Properties=species:S:1:pos:R:3
C 0.5673 0.4377 2.5786
N 0.1518 0.8340 1.4521
H 0.0658 -0.3515 3.1342
H 1.5696 0.5917 2.9669
H 0.5451 1.6873 1.0550
H -0.5903 0.4494 0.8489
H -3.7490 -0.1365 -3.5032
H -3.9484 -1.0468 -2.4223
O -3.2127 -0.6617 -2.9092
H -0.1322 0.8115 -1.7237
H -1.4832 0.0568 -1.3532
O -0.6985 0.4928 -1.0318
H 3.9069 -1.0771 1.4498
H 3.5530 -1.5128 0.0616
O 3.3540 -0.8321 0.7162
```

Computed properties:
ΔE to the lowest compared entry with this formula, charge and spin (kcal per mole): 16.6
Spin multiplicity: 1
Molar mass (g/mol): 84.1
Calculated total energy (Eh): -324.29236
Charge: +1
LUMO (eV): -5.0851
Frontier orbital gap (Ha): 0.353
E_HOMO (Ha): -0.5403

=====

# 2
The molecule C12H10ClNO at a distorted geometry, computed with wB97M-V/def2-TZVPD.

```
25
Properties=species:S:1:pos:R:3
C -1.1727 -2.1731 0.3708
C -2.4710 -2.3134 -0.1127
C -0.5654 -0.8815 0.5570
C -3.1139 -1.1605 -0.2895
C -1.4232 0.1804 0.4367
C 1.5942 1.5102 1.0888
C 0.3057 1.9411 1.2853
C 1.5691 0.8609 -1.3992
C 0.3448 1.0300 -1.7912
C -0.9249 1.1770 -2.2558
C 2.1777 0.6395 0.0694
C -0.9280 1.5126 0.8338
N -2.7144 0.0036 0.0004
O -1.6135 0.2776 -2.6887
Cl -2.2004 2.7009 0.8822
H -0.6094 -3.1561 0.5293
H -2.8063 -3.2514 -0.4136
H 0.3521 -0.7424 1.0426
H -4.1718 -1.2336 -0.7490
H 2.3132 2.1882 1.4677
H 0.2243 2.7693 2.1191
H 2.4653 0.8031 -2.1628
H -1.2014 2.2153 -2.2583
H 3.2048 0.9045 -0.0768
H 2.1614 -0.5036 0.1837
```

Computed properties:
ΔE to the lowest compared entry with this formula, charge and spin (kcal per mole): 89.9
Spin multiplicity: 1
Molar mass (g/mol): 219.7
Calculated total energy (Eh): -1053.24146
Charge: 0
LUMO (alpha / beta) (eV): -1.3661 / -1.2828
Frontier orbital gap (alpha / beta) (Ha): 0.268 / 0.236
E_HOMO (alpha / beta) (Ha): -0.3187 / -0.2831

=====

> Which formula does entry 2 have?

C12H10ClNO